Here is 2 unconnected molecules or ions with the total composition C3H4OS in a non-equilibrium geometry from OMol25. Energies are from the ωB97M-V functional and the def2-TZVPD basis.

Last column: natural (NBO) charge in e.
CARTESIAN COORDINATES (ANGSTROEM)
C: -1.53236 -1.24270 -0.22506  -0.31
C: -0.89389 -0.20685 0.15820  -0.18
C: 0.23519 0.71803 0.35050  -0.68
O: -3.55324 0.58126 -0.60137  -0.93
S: -2.81950 -0.10300 0.39300  1.20
H: -1.04085 -2.59970 -1.15804  0.16
H: 0.31080 1.49086 -0.44905  0.26
H: 1.15772 0.22433 0.07062  0.24
H: 0.35144 1.04729 1.35212  0.24

Properties
LUMO (spin up / spin down): -0.4 / -0.4 eV
HOMO (spin up / spin down): -8.95 / -8.95 eV
Max |F|: 4.53 eV/Å
Energy relative to the best compared isomer or geometry (same formula, charge and spin): 503.41 kJ/mol

=====

Here is a single C3H4OS2 molecule in a non-equilibrium geometry from OMol25. Energies are from the ωB97M-V functional and the def2-TZVPD basis.

Last column: natural (NBO) charge in e.
CARTESIAN COORDINATES (ANGSTROEM)
C: -0.46220 1.62675 -0.37884  0.20
C: -0.02167 -0.50654 0.85280  -0.56
C: 0.46961 -0.87136 -0.55693  -0.54
H: -0.43555 -1.35437 1.34439  0.23
H: 0.81300 -0.21777 1.50643  0.22
H: 1.39790 -1.41276 -0.41711  0.24
H: -0.38604 -1.44676 -1.11485  0.23
O: -0.78365 2.69945 -0.74151  -0.54
S: -1.26896 0.75047 0.89139  0.28
S: 0.67756 0.73289 -1.38577  0.24

Properties
LUMO: 0.5 eV
HOMO: -9.54 eV
Max |F|: 2.36 eV/Å
Structure (SMILES): O=C1SCCS1
Energy relative to the best compared isomer or geometry (same formula, charge and spin): 20.33 kJ/mol

=====

Here is 2 unconnected molecules or ions with the total composition C3H4OS2 in a non-equilibrium geometry from OMol25. Energies are from the ωB97M-V functional and the def2-TZVPD basis.

Last column: natural (NBO) charge in e.
CARTESIAN COORDINATES (ANGSTROEM)
C: -1.83894 -0.02878 0.04796  -0.53
C: -0.83403 -0.91013 0.17853  0.14
C: 1.65442 0.22889 0.23259  -0.21
O: 0.15955 -0.77038 1.04672  -0.63
S: 2.95316 -0.63046 0.17191  0.24
S: 0.89673 1.55266 -0.41901  0.25
H: -2.51041 -0.30249 -0.83828  0.21
H: -2.04226 0.69092 0.87831  0.22
H: -0.57402 -1.73873 -0.46499  0.16
H: 2.13582 1.90851 -0.83373  0.16

Properties
LUMO: -0.8 eV
HOMO: -8.37 eV
Max |F|: 3.47 eV/Å
Energy relative to the best compared isomer or geometry (same formula, charge and spin): 389.61 kJ/mol

=====

Here is a single C3H4OS2 molecule in a non-equilibrium geometry from OMol25. Energies are from the ωB97M-V functional and the def2-TZVPD basis.

Last column: natural (NBO) charge in e.
CARTESIAN COORDINATES (ANGSTROEM)
C: -1.49745 1.27165 -0.14007  -0.74
C: 0.61575 -0.50821 -0.18149  0.34
C: 1.64772 -1.36793 0.50996  -0.39
H: -1.88957 2.13170 0.42270  0.23
H: -1.13144 1.51407 -1.13989  0.24
H: -2.25334 0.48426 -0.18175  0.23
H: 1.80168 -1.17502 1.53810  0.21
O: 0.40342 -0.59035 -1.36188  -0.51
S: -0.08085 0.79923 0.87233  0.19
S: 2.38409 -2.55940 -0.33801  0.19

Properties
LUMO: -1.6 eV
HOMO: -9.31 eV
Max |F|: 2.45 eV/Å
Structure (SMILES): CSC(=O)C=S
Energy relative to the best compared isomer or geometry (same formula, charge and spin): 119.12 kJ/mol

=====

Here is a single C3H4OS3 molecule in a non-equilibrium geometry from OMol25. Energies are from the ωB97M-V functional and the def2-TZVPD basis.

Last column: natural (NBO) charge in e.
CARTESIAN COORDINATES (ANGSTROEM)
C: 2.77081 -0.21128 -0.06850  -0.67
C: 0.16633 -0.71390 0.33918  -0.53
C: 0.28178 0.61648 -0.37360  -0.53
O: 5.02569 0.90668 0.10515  -0.93
S: 1.60338 -1.72188 -0.14878  0.25
S: 1.95012 1.30573 -0.05017  0.37
S: 4.41159 -0.42386 0.03688  1.11
H: 0.17046 -0.59445 1.42519  0.23
H: -0.72628 -1.25403 0.03239  0.24
H: 0.16312 0.50924 -1.45287  0.23
H: -0.44443 1.33443 0.00240  0.24

Properties
LUMO: 0.0 eV
HOMO: -8.21 eV
Max |F|: 2.46 eV/Å
Energy relative to the best compared isomer or geometry (same formula, charge and spin): 89.00 kJ/mol

=====

Here is a single C3H4OS3 molecule in a non-equilibrium geometry from OMol25. Energies are from the ωB97M-V functional and the def2-TZVPD basis.

Last column: natural (NBO) charge in e.
CARTESIAN COORDINATES (ANGSTROEM)
C: 1.11087 -0.40300 0.28748  0.44
C: 0.09809 -0.86109 -0.74006  -0.69
C: -1.98676 0.55799 0.27853  -0.55
H: 2.62745 1.19354 0.92361  0.16
H: 0.12279 -0.12361 -1.54591  0.26
H: 0.36417 -1.87794 -1.04097  0.27
H: -3.00360 0.62479 0.75460  0.23
O: 1.10124 -0.78986 1.42060  -0.53
S: 2.35822 0.75311 -0.30988  -0.04
S: -1.56225 -1.03511 -0.13844  0.42
S: -1.23024 1.96119 0.11043  0.03

Properties
LUMO: -0.3 eV
HOMO: -8.86 eV
Max |F|: 1.85 eV/Å
Structure (SMILES): O=C(S)CSC=S
Energy relative to the best compared isomer or geometry (same formula, charge and spin): 39.62 kJ/mol

=====

Here is a single C3H4P2 molecule in a non-equilibrium geometry from OMol25. Energies are from the ωB97M-V functional and the def2-TZVPD basis.

Last column: natural (NBO) charge in e.
CARTESIAN COORDINATES (ANGSTROEM)
C: 0.48905 -0.72641 0.53613  -0.44
C: -0.48292 -0.72817 -0.52431  -0.47
C: -0.02723 0.62988 -0.02549  -0.61
P: 1.78706 0.46164 -0.10077  0.60
P: -1.79113 0.45250 0.10802  0.59
H: 0.49476 -0.94744 1.51904  0.21
H: -0.45980 -1.22910 -1.51042  0.23
H: 2.21354 0.86381 1.26951  -0.06
H: -2.08043 1.26346 -1.17781  -0.05

Properties
LUMO: 0.7 eV
HOMO: -8.79 eV
Max |F|: 3.44 eV/Å
Structure (SMILES): P1[C@@H]2[C@H]3PC123
Energy relative to the best compared isomer or geometry (same formula, charge and spin): 269.45 kJ/mol

=====

Here is a single C3H4P2 molecule in a non-equilibrium geometry from OMol25. Energies are from the ωB97M-V functional and the def2-TZVPD basis.

Last column: natural (NBO) charge in e.
CARTESIAN COORDINATES (ANGSTROEM)
C: 0.81752 -0.40598 -0.50141  -0.52
C: -0.70294 -0.61039 -0.42843  -0.45
C: -0.13565 0.57169 0.26434  -0.59
P: 1.05762 1.36676 -0.76113  0.65
P: -1.03062 -0.54570 1.38833  0.57
H: 1.64267 -1.11497 -0.08649  0.23
H: -1.49745 -0.95401 -1.13273  0.24
H: 2.14122 1.69789 0.15410  -0.05
H: -2.29239 -0.00529 1.10342  -0.07

Properties
LUMO: 0.7 eV
HOMO: -8.29 eV
Max |F|: 2.32 eV/Å
Structure (SMILES): P1[C@@H]2[C@H]3PC123
Energy relative to the best compared isomer or geometry (same formula, charge and spin): 283.39 kJ/mol

=====

Here is a single C3H4P2 molecule in a non-equilibrium geometry from OMol25. Energies are from the ωB97M-V functional and the def2-TZVPD basis.

Last column: natural (NBO) charge in e.
CARTESIAN COORDINATES (ANGSTROEM)
C: -0.39943 0.49057 1.23186  -0.34
C: -0.53342 0.48444 -1.14788  -0.57
C: -0.31139 -0.06639 0.07083  -0.30
P: -0.19411 -1.38923 1.40150  0.42
P: -0.05977 -0.30439 -2.60958  0.42
H: -0.39075 1.34100 1.96139  0.26
H: -0.95490 1.52877 -1.38304  0.24
H: 1.18149 -1.69689 1.66195  -0.06
H: 0.45782 -1.34057 -1.75672  -0.05

Properties
LUMO: -0.6 eV
HOMO: -8.38 eV
Max |F|: 6.75 eV/Å
Structure (SMILES): [H]/P=C\C1=[PH]=C1
Energy relative to the best compared isomer or geometry (same formula, charge and spin): 226.78 kJ/mol

=====

Here is a single C3H4S molecule in a non-equilibrium geometry from OMol25. Energies are from the ωB97M-V functional and the def2-TZVPD basis.

Last column: natural (NBO) charge in e.
CARTESIAN COORDINATES (ANGSTROEM)
C: -0.22696 -0.68573 0.30051  -0.09
C: -0.20552 0.80523 0.44968  -0.47
C: 0.49717 0.02952 -0.75059  -0.48
S: -0.87944 -2.00516 0.81489  0.11
H: -1.11829 1.19780 0.29988  0.23
H: 0.45018 1.01711 1.27904  0.24
H: 1.46840 -0.25133 -0.74383  0.23
H: 0.01446 -0.10743 -1.64958  0.23

Properties
LUMO: 0.2 eV
HOMO: -8.24 eV
Max |F|: 5.38 eV/Å
Structure (SMILES): S=C1CC1
Energy relative to the best compared isomer or geometry (same formula, charge and spin): 117.24 kJ/mol

=====

Here is a single C3H4S molecule in a non-equilibrium geometry from OMol25. Energies are from the ωB97M-V functional and the def2-TZVPD basis.

Last column: natural (NBO) charge in e.
CARTESIAN COORDINATES (ANGSTROEM)
C: -1.13747 -1.13652 0.03652  -0.28
C: -0.30451 -0.17046 -0.16585  -0.02
C: 1.02675 0.58910 0.03090  -0.66
S: -2.03601 0.45515 0.00504  -0.01
H: -1.26459 -2.17530 -0.14761  0.24
H: 0.96696 1.37856 -0.80519  0.25
H: 1.75154 -0.19571 0.08089  0.24
H: 0.99733 1.25519 0.96529  0.25

Properties
LUMO: 0.8 eV
HOMO: -7.58 eV
Max |F|: 3.47 eV/Å
Structure (SMILES): CC1=CS1
Energy relative to the best compared isomer or geometry (same formula, charge and spin): 158.22 kJ/mol

=====

Here is a single C3H4S2 molecule in a non-equilibrium geometry from OMol25. Energies are from the ωB97M-V functional and the def2-TZVPD basis.

Last column: natural (NBO) charge in e.
CARTESIAN COORDINATES (ANGSTROEM)
C: 0.49856 0.45063 0.20138  -0.06
C: 0.29445 -0.24599 -1.13578  -0.56
C: -0.63497 -0.10942 0.99409  -0.56
H: 0.36454 0.35615 -2.14389  0.26
H: 1.04354 -1.15260 -1.12325  0.25
H: -1.13287 0.74371 1.51100  0.26
H: -0.39010 -1.02660 1.70782  0.26
S: 1.43406 1.80039 0.58770  0.03
S: -1.47720 -0.81628 -0.59908  0.12

Properties
LUMO: -0.7 eV
HOMO: -9.01 eV
Max |F|: 2.96 eV/Å
Structure (SMILES): S=C1CSC1
Energy relative to the best compared isomer or geometry (same formula, charge and spin): 128.61 kJ/mol

=====

Here is a single C3H4S2 molecule in a non-equilibrium geometry from OMol25. Energies are from the ωB97M-V functional and the def2-TZVPD basis.

Last column: natural (NBO) charge in e.
CARTESIAN COORDINATES (ANGSTROEM)
C: -0.32453 -0.29818 -0.49117  -0.43
C: 2.00383 -0.93384 -0.61344  -0.50
C: -0.57292 0.52436 0.69387  -0.64
S: 1.20060 0.37369 -1.32165  0.34
S: 0.65156 -1.76350 0.03475  0.33
H: -1.02419 -0.43131 -1.20598  0.22
H: 0.26750 0.74076 1.40920  0.24
H: -1.38928 0.17089 1.33296  0.23
H: -0.81257 1.61714 0.16146  0.21

Properties
LUMO: 0.3 eV
HOMO: -8.78 eV
Max |F|: 4.54 eV/Å
Energy relative to the best compared isomer or geometry (same formula, charge and spin): 257.12 kJ/mol

=====

Here is 2 unconnected molecules or ions with the total composition C3H4S2 in a non-equilibrium geometry from OMol25. Energies are from the ωB97M-V functional and the def2-TZVPD basis.

Last column: natural (NBO) charge in e.
CARTESIAN COORDINATES (ANGSTROEM)
C: -2.28030 -1.78059 0.51881  -0.61
C: -2.01167 -0.61427 0.07824  -0.04
C: 2.52304 1.58372 -0.52232  -0.48
S: -1.71214 0.87194 -0.21505  0.14
S: 2.58849 0.25600 0.36847  0.11
H: -1.45985 -2.11722 1.16108  0.26
H: -3.05415 -2.49371 0.41600  0.26
H: 2.98020 1.65828 -1.55373  0.18
H: 2.42639 2.63584 -0.25150  0.19

Properties
LUMO: -0.5 eV
HOMO: -8.64 eV
Max |F|: 2.73 eV/Å
Structure (SMILES): C=C=S.C=S
Energy relative to the best compared isomer or geometry (same formula, charge and spin): 238.55 kJ/mol

=====

Here is a single C3H4S2 molecule in a non-equilibrium geometry from OMol25. Energies are from the ωB97M-V functional and the def2-TZVPD basis.

Last column: natural (NBO) charge in e.
CARTESIAN COORDINATES (ANGSTROEM)
C: -1.33677 -0.89814 -0.06688  -0.41
C: 0.69336 0.89953 0.32311  -0.20
C: -0.48671 0.27761 0.25630  -0.21
S: -2.11356 0.83498 -0.17105  0.15
S: 2.75770 0.43060 0.22201  -0.14
H: -1.10643 -1.34142 -0.96293  0.22
H: -1.66386 -1.42821 0.69550  0.22
H: 0.89170 1.96556 0.17723  0.22
H: 2.36458 -0.74051 -0.47328  0.15

Properties
LUMO: 0.1 eV
HOMO: -8.66 eV
Max |F|: 5.47 eV/Å
Structure (SMILES): S/C=C1\CS1
Energy relative to the best compared isomer or geometry (same formula, charge and spin): 265.81 kJ/mol

=====

Here is a single C3H4S3 molecule in a non-equilibrium geometry from OMol25. Energies are from the ωB97M-V functional and the def2-TZVPD basis.

Last column: natural (NBO) charge in e.
CARTESIAN COORDINATES (ANGSTROEM)
C: 1.03014 -0.04696 0.78599  -0.29
C: 0.64577 1.03782 -0.30353  -0.63
C: -1.39498 -0.86016 -0.21737  -0.69
H: 0.48904 1.99948 0.16981  0.24
H: 1.55606 1.14661 -0.95608  0.26
H: -2.36309 -0.64990 0.13349  0.22
H: -1.53038 -1.67399 -0.96523  0.24
S: 2.40972 -0.00779 1.62863  0.06
S: -0.65713 0.39597 -1.31125  0.24
S: -0.18514 -1.34107 1.03554  0.35

Properties
LUMO: -0.3 eV
HOMO: -8.84 eV
Max |F|: 2.51 eV/Å
Structure (SMILES): S=C1CSCS1
Energy relative to the best compared isomer or geometry (same formula, charge and spin): 63.27 kJ/mol

=====

Here is a single C3H4S3 molecule in a non-equilibrium geometry from OMol25. Energies are from the ωB97M-V functional and the def2-TZVPD basis.

Last column: natural (NBO) charge in e.
CARTESIAN COORDINATES (ANGSTROEM)
C: -0.36313 2.06133 0.56656  -0.68
C: 0.23850 0.67734 0.61129  -0.11
C: -0.13375 -0.20025 -0.58734  -0.39
H: -0.20091 2.59144 1.48656  0.24
H: -1.41658 1.91493 0.35046  0.24
H: 0.02170 2.63819 -0.27650  0.25
H: -0.12643 -1.85447 1.04941  0.15
S: 1.06461 0.14197 1.90479  0.09
S: -0.64678 -1.83446 -0.21415  0.13
S: -0.21330 0.40995 -2.07520  0.08

Properties
LUMO: -1.5 eV
HOMO: -8.89 eV
Max |F|: 1.09 eV/Å
Structure (SMILES): CC(=S)C(=S)S
Energy relative to the best compared isomer or geometry (same formula, charge and spin): 98.63 kJ/mol

=====

Here is a single C3H4S3 molecule in a non-equilibrium geometry from OMol25. Energies are from the ωB97M-V functional and the def2-TZVPD basis.

Last column: natural (NBO) charge in e.
CARTESIAN COORDINATES (ANGSTROEM)
C: -1.60598 -1.08456 -0.00488  -0.77
C: 0.50212 0.70527 -0.06937  -0.43
C: 1.95325 0.99592 0.04195  -0.32
H: -1.97340 -0.74212 0.95012  0.23
H: -2.05726 -0.50386 -0.76675  0.24
H: -1.84901 -2.15461 -0.12850  0.24
H: 2.27975 1.97291 0.38198  0.23
S: 0.15460 -0.98046 -0.13726  0.40
S: -0.56148 1.90575 -0.14541  0.07
S: 3.15741 -0.11424 -0.12188  0.11

Properties
LUMO: -1.8 eV
HOMO: -8.94 eV
Max |F|: 2.16 eV/Å
Structure (SMILES): CSC(=S)C=S
Energy relative to the best compared isomer or geometry (same formula, charge and spin): 112.81 kJ/mol

=====

Here is a molecular structure, C3H5AgLiO4 in a non-equilibrium geometry from OMol25. Energies are from the ωB97M-V functional and the def2-TZVPD basis.

Last column: natural (NBO) charge in e.
CARTESIAN COORDINATES (ANGSTROEM)
O: -1.96378 -0.06138 3.58564  -0.86
C: -2.54726 -0.29288 2.47973  0.90
O: -2.33883 0.81042 1.68826  -0.88
O: -2.61472 -1.38034 1.87980  -0.68
Li: -2.29508 1.82593 3.39884  0.96
C: -0.12163 -1.14689 -0.40988  0.14
C: 0.06362 -2.64572 -0.44270  -0.69
H: -1.79142 0.44224 0.79926  0.54
H: -0.82345 -0.76343 -1.17397  0.13
H: 0.61268 -2.98386 0.45241  0.21
H: -0.90284 -3.16577 -0.50673  0.22
H: 0.65367 -2.96407 -1.32275  0.21
O: 1.11537 -0.41581 -0.31405  -0.89
Ag: 2.74175 -0.26396 1.24953  0.69

Properties
LUMO (spin up / spin down): -1.5 / -1.6 eV
HOMO (spin up / spin down): -5.91 / -8.84 eV
Max |F|: 6.75 eV/Å
Spin multiplicity: 2
Energy relative to the best compared isomer or geometry (same formula, charge and spin): 127.99 kJ/mol

=====

Here is a molecular structure, C3H5AgO3 in a non-equilibrium geometry from OMol25. Energies are from the ωB97M-V functional and the def2-TZVPD basis.

Last column: natural (NBO) charge in e.
CARTESIAN COORDINATES (ANGSTROEM)
H: 1.67841 -0.21502 -1.88729  0.22
C: 1.06119 -0.18754 -0.98280  -0.44
C: -0.25235 -0.17666 -1.28255  0.10
O: -1.09542 0.84669 -0.83275  -0.49
C: -1.14649 1.08893 0.44811  0.37
O: -1.99994 2.05992 0.61841  -0.65
Ag: -0.16017 -0.54484 2.18921  0.80
O: 1.40497 -1.86305 1.57090  -1.33
H: 1.88791 0.16183 -0.36404  0.26
H: 1.44058 -2.68057 1.07502  0.45
H: -0.69932 -0.72434 -2.11204  0.21
H: -2.11937 2.23465 1.55983  0.51

Properties
LUMO: -0.4 eV
HOMO: -7.95 eV
Max |F|: 2.68 eV/Å
Energy relative to the best compared isomer or geometry (same formula, charge and spin): 484.19 kJ/mol